Density functional theory data (ωB97M-V with the def2-TZVPD basis set) for a molecular structure, C66H160AsF6N16O10Tl in a non-equilibrium geometry.

Each line ends with the Mulliken charge.
Element x y z (Å)
Tl  -0.2534  2.8612  -4.2609  1.295
As  1.1690  0.4216  -0.3652  1.958
F  2.1477  -0.6708  -1.4091  -0.359
F  -0.2224  -0.6912  -0.4541  -0.897
F  1.8094  -0.4027  1.0797  -0.572
F  2.4678  1.6421  -0.3195  -0.659
F  0.4362  1.2384  -1.7966  -0.261
F  0.1527  1.3662  0.8085  -0.300
O  -1.7515  0.4396  -5.1638  -0.257
O  6.5668  -0.5114  1.0752  -0.733
O  2.7164  2.7134  -3.8359  -0.323
O  1.0702  4.5856  -2.2479  -0.533
O  -2.1242  1.5578  -2.2766  -0.379
O  0.7407  -4.7257  -3.7116  -0.625
O  1.0926  0.4156  -4.6393  -0.218
O  -5.8557  3.8090  1.2811  -0.692
O  -1.8930  4.4637  -2.4987  -0.391
O  5.5625  -2.6104  -3.6303  -0.437
N  -2.3363  -1.5772  -4.4547  0.522
N  1.7387  -2.3117  5.2979  0.181
N  5.9438  5.4597  -0.0653  0.423
N  6.8783  -3.3948  -5.3152  -0.179
N  1.2636  4.1501  5.1942  0.543
N  -4.2572  -3.9928  -4.7074  0.859
N  -5.4826  2.1244  2.7670  0.406
N  -3.5169  0.0246  4.4786  1.469
N  4.4033  1.8722  -2.6272  2.237
N  -3.9694  -4.4932  1.6174  1.484
N  0.8103  -4.9917  -1.5027  0.071
N  -4.1162  4.4685  -2.2778  0.053
N  1.7306  6.4321  -1.1604  0.220
N  -2.6810  0.1395  -0.6575  1.725
N  4.4881  -1.2104  0.4909  1.064
N  1.3665  -0.8737  -6.3550  -0.027
C  7.7626  -3.3101  -3.0826  -1.078
C  2.0492  -1.7954  -7.1941  -1.064
C  -1.2299  -1.7688  -3.4982  -0.459
C  -6.0776  -4.3227  0.1739  -1.733
C  -5.6008  -3.6603  -4.1575  -1.195
C  2.7431  2.9461  3.5658  1.207
C  1.9016  -1.9989  3.8757  1.593
C  -1.4185  0.3251  3.1592  1.384
C  1.3800  4.2827  7.6289  -1.451
C  2.5742  -3.1201  3.0577  -0.943
C  7.2506  5.2620  0.4974  -0.558
C  -5.6135  -2.4726  -3.0885  -0.220
C  5.3322  -0.4894  1.2285  0.292
C  0.0637  3.3206  5.1439  0.244
C  2.1701  3.8772  6.3622  -0.172
C  5.6120  1.0806  -2.4871  -1.204
C  -2.7593  6.1445  -0.9973  -0.961
C  -4.5177  -5.4691  2.5291  -0.838
C  -3.2386  -4.4375  -3.7319  0.117
C  5.6685  4.5895  -1.2287  0.237
C  -2.0432  0.1496  4.5568  -1.109
C  1.7174  7.3987  -0.0988  -0.967
C  -4.5665  -4.5294  0.3087  0.613
C  0.4967  -5.3915  -2.7285  0.650
C  -6.8623  1.8589  3.1171  -1.111
C  -4.2852  -5.0458  -5.7516  -0.752
C  -2.9768  0.9847  -1.6186  1.111
C  4.7459  0.5176  2.1750  -0.112
C  1.4347  -3.7525  -1.1857  -0.514
C  2.0311  4.2194  3.9620  -1.625
C  5.9352  -3.3099  -6.3661  -0.787
C  7.4949  3.8581  1.1304  -0.885
C  -1.6677  -3.7879  0.7556  0.774
C  -3.6688  2.9638  1.3943  1.624
C  -0.9368  3.8640  4.0935  -0.925
C  6.6478  4.8640  -2.3705  -1.754
C  1.2627  5.1758  -1.2130  -0.625
C  -2.5222  -4.7770  1.5776  -1.445
C  3.0464  -1.0073  -4.5409  -0.232
C  -4.1989  0.2260  5.7808  -0.609
C  -5.2422  -1.5505  3.3588  -0.920
C  -3.6573  -0.6612  0.0927  -0.707
C  -0.1200  -6.7517  -2.8335  -1.045
C  -2.9008  4.9404  -1.9624  0.340
C  0.8845  -3.5124  5.6078  -1.481
C  -0.5601  -3.3627  5.0874  0.115
C  -5.4562  4.8999  -1.8288  -0.919
C  -4.4608  1.2190  -1.8805  -1.264
C  4.8328  5.3528  0.9245  1.459
C  3.8442  2.2115  -3.7873  -0.051
C  -3.6200  -0.6504  -6.2142  -1.346
C  1.7152  -0.4769  -5.1485  -0.107
C  -4.1880  -5.1268  3.9888  -1.142
C  -3.8126  -1.3086  3.9522  -0.683
C  -2.4668  -0.5169  -5.2556  0.375
C  0.8432  4.5210  0.0456  0.646
C  -4.8021  -4.4010  -7.0714  -1.181
C  2.2406  -0.0796  6.2904  -0.849
C  -4.2428  1.6924  6.1102  -1.140
C  4.9269  -2.2006  -0.4981  -1.342
C  1.2023  -1.1858  6.0975  0.122
C  6.6195  -3.0847  -4.0290  0.546
C  4.6837  6.6018  1.8655  -1.624
C  -5.0971  3.0079  1.7976  0.117
C  -3.6136  -5.7169  -3.0094  -1.768
C  4.6756  2.0458  -5.1007  -1.491
H  1.7500  -3.6796  -0.1448  0.268
H  -1.6218  -1.9710  -2.5014  -0.303
H  8.4426  -2.4616  -3.0063  0.253
H  4.6929  -2.0046  -1.5445  0.403
H  -4.5463  1.5161  -2.9257  0.615
H  0.7594  -5.6767  -0.7622  0.313
H  -1.4756  -0.5412  2.5002  0.228
H  -0.5164  3.8437  3.0881  -0.042
H  0.7391  7.8759  -0.0409  0.310
H  5.2186  2.9436  -5.3958  0.399
H  2.6272  -2.6825  2.0609  -0.182
H  -4.0759  -1.5424  -0.3935  -0.680
H  -6.0424  5.2952  -2.6584  0.363
H  2.7589  0.0994  5.3484  -0.142
H  -1.1299  -2.7981  5.8253  0.266
H  3.9188  -1.0916  -5.1889  0.592
H  -4.0071  0.3094  -6.5562  0.423
H  3.4047  3.0184  2.7025  -0.602
H  -3.4234  6.9654  -1.2681  0.486
H  3.4105  2.6345  4.3693  0.549
H  -4.2213  -6.4918  2.2961  0.443
H  -4.1043  3.8730  -3.0935  0.273
H  -7.5155  2.3160  2.3738  0.377
H  -4.4031  -1.3030  -5.8283  0.243
H  0.7276  -2.9621  -1.4374  -0.197
H  -3.2242  -0.9398  1.0534  -0.102
H  -4.2289  -5.4403  -0.1856  0.309
H  -4.5037  -0.0733  0.4479  0.757
H  -0.3351  3.1742  6.1477  0.601
H  -5.8833  -4.2660  -7.0418  0.345
H  3.0975  4.4497  6.3788  0.564
H  -3.3566  1.9513  1.1381  -0.884
H  -1.9040  -2.7259  0.8212  -0.708
H  -1.7190  -0.1068  -0.4728  -0.516
H  -6.2947  -3.9439  -0.8249  0.331
H  7.6637  -3.9686  -5.5870  0.293
H  0.5714  -0.4729  -6.8316  0.379
H  7.9803  5.4423  -0.2920  0.407
H  -2.8741  -5.9005  -2.2299  0.469
H  -0.3782  0.5970  3.3378  -0.277
H  5.9608  -2.5418  -0.4459  0.494
H  -3.7065  -0.3523  6.5625  0.421
H  3.9620  1.0681  1.6547  -0.354
H  -0.2150  -7.2935  -1.8924  0.328
H  -0.5967  -3.8952  0.9279  0.349
H  5.4539  1.2385  2.5836  0.622
H  3.4907  -1.0550  0.5251  -0.757
H  1.7638  0.8682  6.5403  0.208
H  6.8422  3.7559  1.9973  0.165
H  -1.7257  1.0297  5.1159  0.108
H  8.4901  3.6885  1.5414  0.481
H  0.9785  -1.6026  3.4527  -0.419
H  2.0553  4.4956  8.4575  0.416
H  0.4078  -0.7210  5.5137  -0.335
H  2.5813  -1.1552  3.7565  -0.814
H  2.9909  -0.3580  7.0304  0.373
H  -0.5775  -0.9025  -3.3886  -0.230
H  1.5072  4.5852  3.0789  0.256
H  2.2704  -2.7773  -6.7757  0.232
H  4.3026  -3.0939  -0.5146  0.379
H  5.5686  0.7327  -1.4550  -0.053
H  2.5051  2.8415  6.4190  0.089
H  5.5937  3.5364  -0.9576  0.019
H  3.9027  5.2622  0.3635  -0.929
H  -6.6104  -2.2178  -2.7285  0.736
H  -4.1769  -3.7118  -0.2977  -0.798
H  -1.6372  -0.6804  5.1351  -0.308
H  -1.7139  6.4517  -0.9701  0.056
H  -5.2325  -0.1186  5.7496  0.450
H  -4.6220  -5.0294  -7.9436  0.432
H  -6.4282  -3.5995  0.9102  0.250
H  2.0195  6.9839  0.8628  0.227
H  -4.3230  -3.4273  -7.1742  0.095
H  -5.2153  -1.5838  -3.5780  0.083
H  -3.2724  -1.1190  -7.1349  0.288
H  2.7842  4.9819  4.1609  0.368
H  2.1962  6.7732  -1.9892  0.345
H  -2.9239  3.3219  2.1049  0.294
H  -4.8218  1.5700  3.2924  -0.380
H  -6.0542  -1.3730  4.0641  0.687
H  -0.6481  -2.6109  -3.8729  1.043
H  -5.1333  0.3872  -1.6709  0.185
H  -2.3670  -5.7841  1.1904  0.296
H  4.5502  7.5366  1.3209  0.332
H  5.4168  1.2484  -5.0477  0.402
H  3.2835  -0.5339  -3.5881  -0.853
H  4.2807  -0.0607  2.9733  0.057
H  0.3848  -7.4241  -3.5271  0.354
H  -3.0300  5.7518  -0.0172  0.298
H  -3.6096  -2.1099  4.6627  0.589
H  -1.0949  -6.6460  -3.3093  0.074
H  0.6343  3.5820  8.0046  0.355
H  2.7935  -2.0412  -4.3060  0.697
H  -1.9718  -4.7647  2.5183  0.475
H  7.5977  4.3421  -2.2541  0.412
H  -3.3262  -5.5095  -5.9825  0.462
H  -3.5211  3.5123  0.4640  -0.635
H  7.2883  -3.4667  -2.1138  0.161
H  1.6582  4.2014  0.6950  -0.160
H  -3.2810  2.1308  6.3765  0.165
H  1.2348  -4.4566  5.1907  0.416
H  7.4789  6.0234  1.2432  0.392
H  2.3065  -3.5511  -1.8081  0.202
H  0.2770  3.6283  -0.2204  -0.914
H  0.2360  5.2144  0.6275  0.940
H  3.8609  2.1023  -1.8069  -0.750
H  0.7981  -3.7853  6.6596  0.504
H  -5.9783  4.0434  -1.4023  0.255
H  0.7314  5.1149  7.3551  0.367
H  -2.9426  -2.3766  -4.5708  -0.126
H  -1.9035  1.1753  2.6796  -0.776
H  -7.0865  2.1446  4.1448  0.310
H  -3.1111  -3.6208  -3.0215  -0.586
H  1.9813  2.2305  3.2565  -0.413
H  4.0722  1.8099  -5.9773  0.355
H  -4.7701  2.3435  5.4130  0.212
H  2.3861  8.2324  -0.3129  0.313
H  -4.1546  -4.0435  4.1045  0.097
H  2.0198  -4.0439  2.8924  0.353
H  -4.5501  -5.6165  -2.4608  0.357
H  -4.8133  1.8108  7.0314  0.470
H  7.3268  3.0162  0.4588  0.196
H  -1.1044  -4.3069  5.0757  0.460
H  6.1229  4.4419  -3.2274  0.392
H  6.1670  -4.1078  -7.0717  0.407
H  -6.1920  -4.4812  -3.7514  0.402
H  -5.4641  5.6646  -1.0520  0.337
H  4.6607  4.7788  -1.5983  0.165
H  -4.8572  2.0230  -1.2603  -0.395
H  1.4180  -1.9413  -8.0707  0.410
H  5.5953  6.6941  2.4559  0.462
H  -3.1445  -1.6621  3.1669  -0.033
H  6.7179  5.9370  -2.5487  0.377
H  4.8365  4.4157  1.4811  -0.064
H  -5.6019  -5.3569  2.5198  0.449
H  5.9949  -2.3263  -6.8320  0.247
H  -1.1906  4.8899  4.3604  0.321
H  0.2324  2.2817  4.8605  -0.466
H  -4.9961  -2.7207  -2.2251  -0.553
H  0.8268  -1.5284  7.0617  0.664
H  6.5288  1.6606  -2.5931  0.359
H  -3.7007  -6.5868  -3.6604  0.391
H  -1.8699  3.3006  4.0901  0.163
H  -1.8073  -3.9176  -0.3176  -0.313
H  4.9140  -3.4111  -5.9988  0.136
H  2.9936  -1.3853  -7.5518  0.323
H  5.5755  0.1837  -3.1055  0.385
H  -2.2932  -4.5235  -4.2676  0.748
H  -4.9517  -5.5461  4.6438  0.463
H  3.7958  6.5179  2.4921  0.296
H  -7.0729  0.7895  3.1088  0.328
H  -6.6266  -5.2621  0.2384  0.492
H  -3.2749  -5.5856  4.3681  0.314
H  -0.6648  -2.8669  4.1223  -0.172
H  -5.3506  -2.5875  3.0411  -0.200
H  -5.0011  -5.8036  -5.4330  0.379
H  -5.4145  -0.9482  2.4668  -0.099
H  -6.1774  -3.2200  -4.9710  0.406
H  8.2828  -4.2276  -3.3574  0.433
H  3.5766  -3.3435  3.4230  0.356

Results
max |F|	0.0578	Eh/bohr
LUMO level	-10.4	eV
frontier orbital gap	1.515	eV
HOMO	-11.92	eV
total charge	+2
2S+1	1
E	-197178.4853	eV